Entry A
17
Properties=species:S:1:pos:R:3:lowdin_charge:R:1 method="wB97M-V/def2-TZVPD" homo_energy_ha=-0.3090 smiles=CSC.CC lumo_energy_ev=1.05 orbital_gap_ha=0.3474
C 0.72515 -0.00856 2.18041 -0.463
S -0.14663 1.19757 1.20529 0.731
C -1.54937 1.74196 2.21333 -0.418
H 0.12651 -0.69283 2.78000 0.039
H 1.30987 -0.58028 1.45630 0.016
H 1.50949 0.37923 2.83049 0.029
H -1.73970 1.00965 2.99412 0.035
H -2.38625 1.98474 1.58581 0.018
H -1.29551 2.72168 2.61543 0.020
C 1.08992 -0.63810 -2.34157 -0.177
C -0.24098 -1.31357 -2.65094 -0.167
H 1.01258 0.43590 -2.21755 0.053
H 1.56019 -0.99269 -1.42170 0.052
H 1.84150 -0.80972 -3.11058 0.057
H -0.39925 -1.46185 -3.71903 0.060
H -1.06453 -0.70823 -2.27647 0.055
H -0.35300 -2.26491 -2.12333 0.061

***

Entry B
17
Properties=species:S:1:pos:R:3:lowdin_charge:R:1 method="wB97M-V/def2-TZVPD" homo_energy_ha=-0.3320 smiles=CCS.CC lumo_energy_ev=0.91 orbital_gap_ha=0.3655
C 2.48404 -1.06429 -1.15066 -0.144
C 1.75183 -0.54854 0.09969 -0.618
S 2.36247 0.95417 0.85491 0.726
H 2.34242 -0.48054 -1.96992 0.029
H 2.13762 -2.09082 -1.39396 0.089
H 3.53450 -1.03747 -1.05957 0.048
H 0.74984 -0.43419 -0.21175 0.010
H 1.72747 -1.25209 0.88086 0.041
H 1.47142 1.79581 0.45596 -0.199
C -1.60828 0.61623 0.25894 -0.183
C -3.08743 0.40264 0.48054 -0.160
H -1.17660 0.09654 -0.49823 0.011
H -1.36158 1.64050 0.39331 0.055
H -0.99147 0.12984 1.12862 0.102
H -3.24810 -0.59083 0.71227 0.034
H -3.61747 0.94575 -0.35370 0.089
H -3.47068 0.91729 1.37270 0.068

***

Ordering by calculated energy gives the sequence entry A, entry B, with the first entry being the most stable.

***

Entry A
17
Properties=species:S:1:pos:R:3:lowdin_charge:R:1 method="wB97M-V/def2-TZVPD" homo_energy_ha=-0.3150 smiles=CSC.CC lumo_energy_ev=0.97 orbital_gap_ha=0.3508
C -0.95786 -1.92687 0.21039 -0.360
S 0.40626 -3.15025 0.80789 0.672
C 1.56455 -2.58227 -0.55011 -0.419
H -0.78500 -1.77672 -0.84027 -0.003
H -1.93638 -2.38509 0.30090 0.022
H -0.91049 -0.95879 0.66332 -0.012
H 1.01749 -2.00117 -1.45365 0.083
H 2.11408 -3.50564 -0.92354 0.041
H 2.13529 -1.93362 0.02214 -0.036
C -0.26861 1.73318 0.32368 -0.168
C -0.44774 3.34595 0.18809 -0.147
H 0.78846 1.45060 0.49991 0.065
H -1.04960 1.28683 0.92528 0.039
H -0.38923 1.36513 -0.73174 0.058
H -1.46250 3.71396 -0.11026 0.069
H 0.41938 3.68136 -0.49581 0.085
H -0.23809 3.64341 1.16378 0.010

***

Entry B
17
Properties=species:S:1:pos:R:3:lowdin_charge:R:1 method="wB97M-V/def2-TZVPD" homo_energy_ha=-0.3342 smiles=CCS.CC lumo_energy_ev=0.85 orbital_gap_ha=0.3655
C 1.47189 0.38318 -1.47188 -0.195
C 0.41574 1.26389 -2.09009 -0.603
S -0.79535 1.86672 -0.86726 0.698
H 1.20830 -0.68248 -1.46378 0.064
H 1.64468 0.58316 -0.40622 0.060
H 2.44913 0.37172 -1.97026 0.070
H 0.88436 2.11981 -2.55532 0.060
H -0.15373 0.73581 -2.84702 0.055
H -0.72247 3.14505 -1.25252 -0.156
C -1.20670 -1.16494 1.20465 -0.174
C -0.44819 -1.29986 2.51305 -0.174
H -2.22556 -1.51744 1.30217 0.062
H -1.20560 -0.12340 0.89904 -0.009
H -0.67504 -1.68428 0.40066 0.062
H 0.44538 -0.66892 2.54745 0.059
H -0.04519 -2.30204 2.67323 0.059
H -1.04167 -1.02600 3.38408 0.060

***

Ordering by calculated energy gives the sequence entry B, entry A, with the first entry being the most stable.

***

Entry A
16
Properties=species:S:1:pos:R:3:lowdin_charge:R:1 method="wB97M-V/def2-TZVPD" homo_energy_ha=-0.1020 total_charge=-1 lumo_energy_ev=3.27 orbital_gap_ha=0.2222
C 0.52656 0.95130 -0.27059 -0.418
C 0.94037 1.36626 1.13269 -0.804
S 0.31576 0.25074 2.44354 0.078
N -0.94771 0.97031 -0.50181 -0.065
H 0.92464 -0.05222 -0.54400 0.087
H 1.06860 1.62112 -0.96208 0.086
H 0.51118 2.37583 1.26326 0.031
H 2.05588 1.43640 1.13435 0.039
H -1.53838 1.69122 -0.11632 0.061
H -1.23381 0.19600 0.22411 0.069
H -1.21291 0.06344 -3.73474 -0.015
H -1.24476 0.66180 -2.30042 -0.026
O -1.78913 0.41974 -3.08410 -0.107
H 1.34969 -3.59635 -1.85254 0.054
H 0.54167 -2.75153 -0.74252 0.073
O 0.73394 -3.71412 -1.05660 -0.144

***

Entry B
16
Properties=species:S:1:pos:R:3:lowdin_charge:R:1 method="wB97M-V/def2-TZVPD" homo_energy_ha=-0.1072 total_charge=-1 lumo_energy_ev=3.26 orbital_gap_ha=0.2269
C -0.02495 0.49289 -0.10641 -0.332
C 1.26612 1.18288 0.62658 -0.734
S 1.79820 -0.05075 1.90725 0.102
N 0.65531 -0.66953 -0.96712 -0.075
H -0.53611 0.19544 0.81330 0.030
H -0.67815 0.99845 -0.84559 0.074
H 2.04597 1.23529 -0.17811 0.024
H 0.88820 2.14938 0.92585 0.013
H 1.25835 -0.04916 -1.58999 0.058
H 1.27029 -0.95999 -0.24985 -0.082
H 0.74415 -3.58316 -1.47672 0.028
H 1.09988 -2.72702 -2.51523 -0.014
O 1.06025 -3.66697 -2.38756 -0.086
H -2.83757 1.97521 2.06195 0.039
H -4.26978 1.44816 2.26669 0.025
O -3.74017 2.02887 1.71495 -0.069

***

Ordering by calculated energy gives the sequence entry A, entry B, with the first entry being the most stable.

***

Entry A
44
Properties=species:S:1:pos:R:3:lowdin_charge:R:1 method="wB97M-V/def2-TZVPD" homo_energy_ha=-0.3335 smiles="O=S(=O)(c1ccccc1)N1[C@@H]2CC[C@H]1C[C@](O)(c1cccnc1)C2" lumo_energy_ev=0.58 orbital_gap_ha=0.3549
O 0.66613 2.12756 -1.41517 -0.273
S 0.85892 1.53398 -0.12623 0.671
O 0.48655 2.24981 1.05651 -0.266
C 2.59261 1.08015 0.02186 -0.268
C 3.32551 0.84048 -1.12390 -0.071
C 4.65649 0.47187 -1.01207 -0.065
C 5.23558 0.35042 0.24162 -0.072
C 4.49460 0.60797 1.38469 -0.066
C 3.16336 0.97634 1.27522 -0.069
N -0.02547 0.13796 -0.12265 -0.189
C -0.00138 -0.74731 1.01794 -0.268
C 1.07128 -1.79794 0.65505 -0.098
C 1.06696 -1.80770 -0.88268 -0.098
C -0.00375 -0.75865 -1.25573 -0.281
C -1.41069 -1.37880 -1.37756 -0.038
C -2.25829 -1.13349 -0.11154 -0.449
O -3.29022 -2.11432 -0.05023 -0.003
C -2.88810 0.24995 -0.06112 -0.128
C -3.86522 0.48266 0.90392 -0.017
C -4.47886 1.71966 0.97638 -0.053
C -4.10264 2.68637 0.05718 -0.150
N -3.19363 2.47416 -0.87586 0.080
C -2.59586 1.29801 -0.92970 -0.093
C -1.40244 -1.37195 1.14984 -0.026
H 2.84847 0.96739 -2.08305 0.116
H 5.24166 0.28406 -1.89962 0.108
H 6.27302 0.06369 0.32797 0.105
H 4.95389 0.52551 2.35815 0.107
H 2.56246 1.20355 2.14162 0.115
H 0.25130 -0.17127 1.90804 0.145
H 0.83297 -2.77253 1.07584 0.111
H 2.04487 -1.49220 1.03812 0.099
H 0.82653 -2.78777 -1.28958 0.111
H 2.03919 -1.50790 -1.27369 0.098
H 0.25553 -0.19243 -2.15070 0.143
H -1.93732 -0.98094 -2.24598 0.122
H -1.33293 -2.46033 -1.50351 0.125
H -3.92098 -1.94441 -0.75873 0.110
H -4.14577 -0.31214 1.58162 0.120
H -5.23221 1.92346 1.72185 0.100
H -4.55246 3.67059 0.05808 0.102
H -1.84709 1.21326 -1.70251 0.104
H -1.92554 -0.95566 2.00910 0.122
H -1.33703 -2.45109 1.29125 0.127

***

Entry B
44
Properties=species:S:1:pos:R:3:lowdin_charge:R:1 method="wB97M-V/def2-TZVPD" homo_energy_ha=-0.2994 smiles="Cc1cc(C(=O)c2ccccc2)c(NC(=O)CN2CCOCC2)s1" lumo_energy_ev=-0.01 orbital_gap_ha=0.2989
C 2.96688 0.45536 -3.99493 -0.106
C 2.00870 0.22006 -2.88338 -0.550
C 1.91405 -0.86143 -2.07714 -0.089
C 0.87657 -0.75618 -1.10213 -0.173
C 0.50528 -1.70698 -0.07396 -0.299
O -0.30228 -1.42538 0.81473 0.055
C 1.13735 -3.04883 -0.11615 -0.154
C 1.20832 -3.78084 -1.29818 -0.040
C 1.76907 -5.04492 -1.29509 -0.074
C 2.26878 -5.58365 -0.12044 -0.082
C 2.18634 -4.86503 1.06100 -0.074
C 1.61114 -3.60821 1.06693 -0.015
C 0.22593 0.46445 -1.21045 -0.431
N -0.79210 0.86918 -0.39487 0.104
C -1.38015 2.09112 -0.52850 -0.455
O -1.04582 2.84992 -1.41296 0.014
C -2.45453 2.37990 0.50459 -0.100
N -1.90391 3.16889 1.59582 -0.152
C -0.86723 2.51579 2.38177 -0.148
C -1.42971 1.47561 3.35988 -0.185
O -2.39695 2.05468 4.21243 -0.132
C -3.44658 2.64304 3.47340 -0.193
C -2.91320 3.70102 2.49796 -0.159
S 0.81708 1.44669 -2.48604 1.177
H 2.43426 0.61095 -4.93230 0.076
H 3.56441 1.34539 -3.80187 0.076
H 3.63182 -0.39788 -4.10480 0.080
H 2.57278 -1.70849 -2.14303 0.116
H 0.79712 -3.37183 -2.20937 0.120
H 1.81513 -5.61316 -2.21253 0.104
H 2.71375 -6.56770 -0.12483 0.103
H 2.56484 -5.28805 1.97967 0.104
H 1.53009 -3.04121 1.98241 0.119
H -1.00374 0.18415 0.34267 0.121
H -3.21943 2.99281 0.02070 0.135
H -2.90926 1.42680 0.82246 0.122
H -0.13036 2.05843 1.72170 0.117
H -0.37060 3.30297 2.95761 0.130
H -0.64142 1.09613 4.01126 0.128
H -1.87090 0.62761 2.81338 0.118
H -4.11404 3.09729 4.20736 0.124
H -4.00021 1.86441 2.92478 0.120
H -3.73208 4.12718 1.91674 0.122
H -2.43696 4.50085 3.07286 0.127

***

Ordering by calculated energy gives the sequence entry B, entry A, with the first entry being the most stable.